# 1
Molecular formula: C62H45I4N5OPS2Sr
Method: DFT, the ωB97M-V functional and the def2-TZVPD basis

The relative energy (zero: lowest compared OMol25 entry of this formula, charge and spin) is 662.2 kJ/mol. Its net charge is -1. The HOMO-LUMO gap comes out at 0.1931 hartree. The value obtained for the HOMO energy is -4.29 eV.

```
121
Properties=species:S:1:pos:R:3:forces:R:3
I 10.54926 0.88113 -0.78086 0.0 0.0 0.0
I 5.23147 4.82263 2.61673 0.0 0.0 0.0
I -6.56504 6.70271 0.80549 0.0 0.0 0.0
I 0.75114 -1.57678 9.43210 0.0 0.0 0.1
Sr 0.24640 -0.70945 -0.21370 -0.5 -0.6 0.3
S 0.59640 -0.99653 -5.35993 -0.3 0.1 0.1
S -0.53659 -5.27823 -2.33539 0.0 0.1 0.1
P -3.18247 -1.05808 -0.26517 0.3 0.1 0.0
O 1.58627 -1.32348 -6.41831 0.2 -0.1 -0.2
N 3.01223 0.72845 -2.69195 0.3 0.1 -0.1
N -0.46049 0.83655 1.50504 0.4 0.1 -0.3
N -0.17183 1.53880 -1.17730 0.2 -0.3 0.2
N -0.45568 -3.08819 -0.58336 0.0 -0.2 -0.1
N 2.31287 -0.34212 1.14289 -0.5 0.1 -0.5
C 2.07815 1.42629 -1.75694 -0.1 -0.1 0.0
C -2.22272 1.56362 2.74323 -0.2 0.2 -0.1
C -4.63868 -1.42476 3.57386 0.0 0.0 0.0
C 2.02158 -1.54180 -2.38865 0.1 0.4 0.3
C 7.84249 -0.19872 -1.60329 0.1 0.0 -0.1
C 6.42408 0.82589 0.53923 0.0 -0.1 0.0
C 4.05380 2.71322 -0.97211 -0.1 0.0 0.0
C -0.88444 -0.36592 -6.25062 0.0 0.0 0.1
C 2.09213 -0.47413 2.47282 0.1 0.1 0.3
C 0.90376 -0.60080 4.64933 0.1 0.0 0.2
C -4.48831 -1.02789 2.25218 0.0 0.0 0.0
C 2.16444 -0.07611 -1.84882 -0.1 0.0 0.0
C -2.87246 -3.02002 3.29155 0.0 0.0 0.0
C -4.93691 4.49302 -0.46948 -0.1 0.1 -0.1
C -3.74050 -2.45419 -1.29980 -0.1 0.0 0.0
C -0.26483 -2.55070 -4.98439 0.0 0.0 0.1
C 0.12714 -1.64500 5.14698 0.0 0.0 -0.1
C 0.90230 -0.28839 3.19337 0.0 0.0 -0.2
C -1.87969 2.42978 0.33150 0.0 0.0 0.0
C 2.78168 2.22913 -0.68877 0.1 0.1 0.2
C 3.55887 -0.31154 -1.60106 0.0 0.1 -0.1
C -5.01969 5.30950 0.64931 0.1 -0.1 0.0
C -1.59067 1.63398 1.43387 0.1 -0.1 0.1
C -0.30289 0.37409 2.73356 0.0 0.1 0.0
C 3.34158 -1.68211 -2.23272 -0.1 -0.4 -0.1
C 7.78566 1.05578 0.44354 0.1 0.0 0.1
C -3.52175 -1.61399 1.43900 -0.1 0.0 0.0
C 4.16589 3.74568 1.17886 -0.1 -0.1 -0.1
C 1.59360 -0.10977 6.92255 0.0 0.0 0.2
C -3.05614 4.27763 1.55403 0.0 -0.1 -0.1
C 0.07657 -1.92690 6.50298 0.0 -0.1 0.1
C -1.89346 -1.50833 -6.42472 -0.1 0.1 0.0
C 4.33912 -0.64052 2.18066 0.1 0.0 0.2
C 4.74875 3.47601 -0.04502 0.1 0.1 0.0
C -3.92062 -3.34697 -3.53723 0.0 0.0 0.0
C -2.96526 3.43020 0.44905 -0.1 0.1 0.1
C 2.88254 3.29962 1.46693 0.0 0.0 0.1
C 2.18592 2.56150 0.52706 0.0 0.0 -0.2
C 4.29343 -0.16988 -0.31467 0.0 0.1 0.2
C 6.48203 -0.42796 -1.49629 0.0 0.0 0.0
C -3.51198 -2.34644 -2.67085 0.0 0.0 0.0
C 3.66924 -0.35892 0.90023 0.0 0.0 -0.1
C 8.49814 0.53321 -0.62427 -0.1 0.0 0.0
C -4.36822 -3.59452 -0.81252 0.0 0.0 0.0
C -3.91103 3.56929 -0.56829 0.1 0.0 0.0
C 0.73607 2.06356 -2.01938 -0.1 0.0 0.0
C 0.81551 -1.15858 7.38915 0.0 0.0 -0.2
C -1.43831 0.80296 3.54600 0.1 -0.1 0.0
C 3.39098 -0.75941 3.11926 0.1 0.0 0.0
C -2.70533 -2.61088 1.97797 0.0 0.0 0.0
C 5.74424 0.04902 -0.40733 0.1 0.0 0.1
C 0.35887 3.37349 -2.36938 -0.1 0.1 0.0
C -0.48910 -4.01653 -1.30170 -0.1 0.0 -0.1
C -4.75935 -4.60633 -1.67840 0.0 0.0 0.0
C -4.07523 5.21037 1.65806 -0.1 0.1 0.1
C 1.62660 0.16525 5.56511 -0.1 0.0 -0.1
C -1.10114 2.48917 -0.88771 0.0 0.0 0.1
C -3.83300 -2.42225 4.09713 0.0 0.0 0.0
C -4.54214 -4.48379 -3.04092 0.0 0.0 0.0
C -4.54389 0.12381 -0.59375 -0.1 0.0 0.0
C -0.82084 3.63769 -1.67197 0.0 0.0 -0.1
C -1.14842 -2.81962 -6.18886 0.0 -0.1 0.0
H -5.66807 4.57596 -1.26277 0.0 0.0 0.0
H 8.28308 1.66167 1.18986 0.0 0.0 0.0
H 1.21357 -2.15413 -2.76094 0.0 0.0 -0.1
H -1.28833 0.48985 -5.70949 0.0 0.0 0.0
H -3.15123 2.03680 3.02739 0.0 0.0 0.0
H -4.83754 -5.27838 -3.71400 0.0 0.0 0.0
H 8.38806 -0.59069 -2.45156 0.0 0.0 0.0
H 1.19126 2.20857 0.75563 0.0 0.0 0.0
H 2.16313 0.49730 7.61414 0.0 0.0 0.0
H 3.53590 -0.99809 4.16046 0.0 0.0 0.0
H -0.53328 -2.74449 6.86539 0.0 0.0 0.0
H 5.99339 -0.98929 -2.28120 -0.1 0.0 0.0
H 5.39943 -0.78205 2.31500 0.0 0.0 0.0
H -1.60660 0.56279 4.58359 0.0 0.0 0.0
H -1.36945 4.56795 -1.66636 0.0 0.0 0.0
H 2.21809 0.99733 5.20212 0.0 0.0 0.0
H -5.52886 -0.32826 -0.46366 0.0 0.0 0.0
H -0.45161 -2.24431 4.45551 0.0 0.0 0.0
H 5.87052 1.29300 1.34321 0.0 0.0 0.0
H -4.12496 5.86488 2.51824 0.0 0.0 0.0
H -4.54465 -3.70315 0.25025 0.0 0.0 0.0
H 4.01499 -2.49101 -2.47664 0.0 0.0 0.0
H -2.24452 -3.81040 3.68544 0.0 0.0 0.0
H -4.45214 1.00112 0.04712 0.0 0.0 0.0
H -2.68390 -1.40531 -5.67581 0.0 0.0 0.0
H -0.52504 -3.07107 -7.04894 0.0 0.0 0.0
H 4.51749 2.46620 -1.91871 0.0 0.0 0.0
H -5.12891 -0.24837 1.86143 0.0 0.0 0.0
H 5.74534 3.83232 -0.27087 0.0 0.0 0.0
H -5.38974 -0.94988 4.19335 0.0 0.0 0.0
H -5.22983 -5.49687 -1.28063 0.0 0.0 0.0
H -3.94918 -2.73285 5.12815 0.0 0.0 0.0
H -0.47043 -0.01248 -7.19431 0.0 0.0 0.0
H -1.82384 -3.65540 -6.00062 0.0 0.0 0.0
H -2.30299 4.22015 2.32861 0.0 0.0 0.0
H -3.73658 -3.24867 -4.59969 0.0 0.0 0.0
H -3.83701 2.93749 -1.44383 0.0 0.0 0.0
H 0.90845 4.06277 -2.99179 0.0 0.0 0.0
H 2.42809 3.52264 2.42380 0.0 0.0 0.0
H 0.48640 -3.31043 -4.77643 0.0 0.0 0.0
H -2.37085 -1.46548 -7.40424 0.0 0.0 0.0
H -0.86353 -2.41180 -4.07693 0.0 0.0 0.0
H -4.44677 0.45691 -1.62798 0.0 0.0 0.0
H -1.94551 -3.07853 1.35973 0.0 0.0 0.0
H -3.00393 -1.47074 -3.06577 0.0 0.0 0.0
```
Positions in Å, forces in eV/Å.



# 2
Molecular formula: C11H17ClOP
Method: DFT, the ωB97M-V functional and the def2-TZVPD basis

Its net charge is +1. The HOMO-LUMO gap comes out at 0.2110 hartree. The value obtained for the HOMO energy is -11.16 eV.

```
31
Properties=species:S:1:pos:R:3:forces:R:3
Cl -4.46913 2.93828 2.02766 0.8 -3.0 -0.6
P -3.77130 0.93136 1.60616 0.7 1.9 0.4
O -1.27068 1.24131 0.48629 -0.8 -2.4 -1.2
C -0.52750 -4.33462 0.69154 -0.5 0.4 -1.1
C 3.33346 1.67727 -1.24445 -0.4 -1.1 1.2
C -2.65821 1.02017 0.04514 0.7 1.4 -1.5
C 1.31568 3.02651 -0.20658 -1.6 0.1 -0.9
C 1.91529 -1.08820 -0.85921 -3.3 -1.4 1.8
C 1.66629 1.70720 -1.11369 0.5 0.4 -0.3
C 1.03352 0.29678 -0.57053 -0.6 -3.5 0.8
C 1.38720 -2.60890 -0.41454 -2.3 3.5 0.7
C -0.06686 -2.80380 0.33044 2.0 3.4 -1.0
C -0.92781 -1.43095 0.64407 3.1 0.4 -1.7
C -0.40060 0.09150 0.19530 2.5 -3.9 -0.9
H 3.69774 0.91199 -2.05731 -0.7 1.8 1.4
H 1.22161 1.87357 -2.20877 0.9 -0.3 2.4
H -2.80082 0.13579 -0.70930 0.3 1.3 1.8
H 0.15159 -5.09498 0.07040 -1.4 1.8 1.6
H -2.92496 0.58336 2.75406 -0.9 0.3 -1.1
H 3.75393 2.76423 -1.37587 -0.9 -2.3 -0.1
H 2.05933 3.89593 -0.47641 -1.4 -1.9 0.8
H 3.74931 1.26771 -0.20380 -0.8 0.9 -2.2
H -1.62320 -4.47548 0.24384 2.3 0.3 1.2
H 1.21055 2.81328 0.94045 0.6 0.4 -2.2
H -1.96364 -1.48444 1.20643 2.3 -0.1 -1.2
H -0.50866 -4.59896 1.84025 0.0 0.7 -2.4
H -2.99862 2.00450 -0.53817 0.6 -2.0 1.4
H -4.85538 -0.01336 1.51830 0.5 0.8 0.1
H 2.96579 -1.08264 -1.42110 -2.7 0.3 1.4
H 2.06428 -3.56531 -0.63318 -1.7 2.4 0.5
H 0.24181 3.40092 -0.56745 2.2 -0.7 0.9
```
Positions in Å, forces in eV/Å.



# 3
Molecular formula: C3H8O3
Method: DFT, the ωB97M-V functional and the def2-TZVPD basis

Its structure (SMILES) is CCC(=O)O.O. The relative energy (zero: lowest compared OMol25 entry of this formula, charge and spin) is 24.7 kJ/mol. The HOMO-LUMO gap comes out at 0.4005 hartree. The value obtained for the HOMO energy is -10.28 eV.

```
14
Properties=species:S:1:pos:R:3:forces:R:3
O -0.67367 -1.09682 -0.97720 0.5 -1.4 -0.6
O 1.06708 0.24846 -0.53968 -1.0 -1.2 0.4
O 1.36979 -2.14408 -1.79569 0.5 0.5 0.8
C -0.08359 -0.17216 -0.28613 1.7 2.2 -0.8
C -0.94127 0.47579 0.75330 -0.2 -1.2 1.2
C -0.42936 1.68874 1.50030 1.0 -0.5 1.1
H -0.27424 2.56526 0.87961 -0.3 0.2 0.1
H 0.53937 1.44050 1.94848 0.3 0.0 -0.6
H 1.58467 -2.21990 -2.71256 0.3 -0.1 -1.0
H 1.67942 -1.23976 -1.50044 0.1 -0.4 0.0
H -1.06325 -0.35069 1.49537 -0.2 0.5 -0.4
H -1.90798 0.61391 0.30199 -0.5 0.1 -0.1
H 0.09827 -1.66626 -1.52460 -1.5 1.0 1.0
H -0.96525 1.85702 2.45726 -0.5 0.3 -1.0
```
Positions in Å, forces in eV/Å.



# 4
Molecular formula: C30H47BrN4OP2Pd
Method: DFT, the ωB97M-V functional and the def2-TZVPD basis

The relative energy (zero: lowest compared OMol25 entry of this formula, charge and spin) is 56.0 kJ/mol. The HOMO-LUMO gap comes out at 0.2049 hartree. The value obtained for the HOMO energy is -5.50 eV.

```
86
Properties=species:S:1:pos:R:3:forces:R:3
Pd -0.36426 -0.10813 0.07810 1.3 -2.4 1.9
Br 3.94455 4.46019 -3.02445 2.3 1.5 -0.4
P -0.85506 -2.35327 -0.30479 0.3 1.3 0.6
P 1.78211 -0.16796 0.15246 1.1 -0.1 -0.4
O -1.57499 -1.12351 2.78289 0.5 2.0 0.7
N -1.32461 0.41275 4.43696 -0.1 0.2 0.7
N -0.61512 0.89210 2.22901 0.2 0.2 0.7
N -4.71407 3.13048 -2.75132 -0.3 0.5 -0.2
N 0.50076 2.87923 1.75662 -0.6 0.3 0.7
C 2.40196 3.56967 -2.89451 -2.9 -1.8 0.4
C -0.25300 -2.59289 -3.09279 0.0 -0.1 -0.3
C 3.61089 -1.83549 -1.28085 0.4 0.0 -0.4
C 2.72213 1.39748 0.35734 0.3 0.1 0.4
C -2.61058 -2.43707 -0.76671 0.1 -0.9 -0.3
C -2.91663 1.57244 -1.27184 0.1 0.0 -0.2
C -3.74483 2.52457 -0.62911 -0.3 0.0 -0.8
C -0.60532 0.83310 -1.62658 0.7 1.9 -1.5
C -1.26958 -4.79561 0.99566 0.1 -0.4 0.4
C -3.10482 1.35701 -2.65974 -0.8 0.9 -0.3
C 1.39640 4.01231 -2.00683 0.0 -0.5 -0.3
C -1.67353 1.13389 -0.66848 -2.4 1.3 -0.8
C -3.97474 2.19633 -3.35312 0.2 -0.7 0.8
C 4.24175 1.34956 0.12166 0.3 0.0 -0.2
C 2.24016 -1.33406 1.49824 0.8 0.2 0.1
C 2.21861 2.36145 -3.60938 -0.2 0.2 0.5
C 0.29805 1.87634 -2.21643 -0.9 -1.4 0.8
C -4.60992 3.28131 -1.42814 0.3 -0.8 0.2
C -3.58786 -1.94386 0.30167 -0.2 0.1 0.3
C -0.53502 -3.46803 1.10298 -0.5 -0.4 -0.2
C -1.18633 0.01606 3.11226 -0.4 -1.6 -0.9
C 0.01227 -3.16173 -1.70019 -0.3 -0.6 0.3
C -0.18241 2.42590 4.00564 -0.1 0.3 1.4
C 1.16522 1.51637 -3.26481 0.1 0.6 -0.2
C 0.31148 3.18227 -1.70487 0.4 0.3 -0.4
C 3.65959 -1.18293 2.03710 0.2 -0.5 0.5
C 2.49488 -0.79714 -1.42766 0.2 -0.4 -0.1
C -0.81863 1.59107 4.88038 0.3 0.0 -0.7
C -0.12934 2.06094 2.64860 0.2 -0.7 -1.3
C -2.04401 -0.48016 5.34359 -0.1 -0.2 0.2
H -0.32170 -4.20905 -1.65915 0.3 0.0 -0.3
H -3.98866 -0.95718 0.03551 0.2 -0.2 0.1
H 1.50113 -1.17720 2.29810 0.1 0.0 -0.2
H -0.94534 1.78278 5.94579 0.1 0.1 -0.3
H -0.83356 -2.91804 2.00815 0.2 -0.2 -0.4
H -4.43115 -2.64269 0.37103 0.1 0.2 0.0
H 3.82411 -1.89472 2.86349 0.0 0.3 -0.2
H 0.89487 3.74850 2.10170 -0.3 -0.3 -0.1
H -3.12960 -1.85116 1.29800 -0.1 -0.1 -0.4
H 2.07918 -2.35858 1.13256 0.0 0.4 0.0
H 3.29992 -2.70739 -0.68781 0.1 0.2 -0.1
H -3.65434 2.72774 0.44210 0.1 -0.1 -0.4
H -1.88327 -1.51704 5.03304 0.0 0.4 0.1
H 0.46015 -3.03910 -3.79964 -0.2 0.1 0.1
H 0.36855 2.81563 0.75136 0.0 -0.4 0.2
H 2.49060 1.79481 1.35932 0.2 -0.3 -0.4
H 0.27878 3.35198 4.33040 -0.2 -0.1 0.1
H -1.54014 1.48018 0.38829 -0.2 1.2 -1.4
H -0.13408 -1.50425 -3.16270 0.0 -0.3 0.1
H -1.10700 -5.28489 0.02738 -0.1 0.0 0.2
H 4.40990 -1.41432 1.27185 -0.2 0.1 0.3
H -1.67741 -0.32647 6.36286 0.0 0.0 -0.2
H 4.49470 1.74847 -0.87343 -0.1 -0.2 0.3
H -0.79497 0.00502 -2.32611 -0.3 0.9 -0.1
H 2.92740 2.06059 -4.38194 -0.1 0.2 0.2
H 4.77054 1.96861 0.85947 -0.1 -0.1 -0.2
H -5.24489 4.04733 -0.97644 0.2 -0.1 -0.1
H 4.50487 -1.39448 -0.81115 -0.3 -0.3 -0.2
H 1.47571 4.98386 -1.52886 0.1 0.0 -0.2
H 4.64608 0.33209 0.19464 0.0 0.5 0.0
H -0.89219 -5.46384 1.77678 -0.2 -0.2 -0.1
H 0.55154 -3.62408 1.15235 -0.3 0.0 -0.1
H -2.34763 -4.66636 1.14588 0.2 0.0 -0.1
H 1.65007 -1.22045 -1.99412 0.4 0.2 0.2
H -1.26610 -2.84132 -3.43562 0.2 0.1 0.1
H 3.91971 -2.20099 -2.27459 -0.1 0.1 0.3
H -2.71386 -1.83379 -1.68374 0.1 -0.3 0.2
H 3.84228 -0.17403 2.42613 0.0 -0.2 -0.1
H -3.12071 -0.27176 5.31501 0.2 -0.1 0.0
H -2.49585 0.66098 -3.23807 -0.1 0.2 0.3
H 1.00349 0.57891 -3.81931 0.2 0.4 0.5
H -2.79175 -3.49333 -1.01754 -0.4 0.2 -0.2
H -0.54065 3.53573 -1.10386 0.5 -0.2 -0.1
H 2.85310 0.06040 -2.01676 -0.1 -0.2 0.3
H 1.08661 -3.15294 -1.46473 -0.3 0.0 0.0
H 2.27181 2.11035 -0.35749 0.1 -0.4 0.3
H -4.05637 2.09448 -4.43672 -0.1 0.1 0.2
```
Positions in Å, forces in eV/Å.



# 5
Molecular formula: C3H5NO3S
Method: DFT, the ωB97M-V functional and the def2-TZVPD basis

The relative energy (zero: lowest compared OMol25 entry of this formula, charge and spin) is 309.3 kJ/mol. The HOMO-LUMO gap comes out at 0.3448 hartree. The value obtained for the HOMO energy is -9.11 eV.

```
13
Properties=species:S:1:pos:R:3:forces:R:3
S -1.73119 1.21485 -1.90144 0.1 1.6 -1.2
O -1.87532 2.58802 -1.47449 0.0 -1.3 0.7
O -2.30594 0.98177 -3.21446 1.4 -0.4 1.2
O -2.43222 -0.10246 -1.02962 0.1 -0.3 0.3
N -1.02713 -1.80598 -0.17347 0.6 4.0 0.8
C -1.19457 -0.52370 -0.68653 1.1 -1.3 -0.7
C -0.24623 0.36513 -1.16387 -2.3 0.1 0.2
C 0.87274 0.96294 -0.34844 -3.2 0.1 1.7
H -0.16036 -2.18326 -0.42780 1.3 -0.6 -0.2
H -1.75774 -2.35922 -0.42290 -2.6 -2.1 -0.5
H 1.33323 0.15532 0.19667 0.7 -0.1 -0.1
H 1.44114 1.57798 -0.93270 2.2 1.1 -1.3
H 0.41802 1.65111 0.44852 0.5 -0.9 -1.0
```
Positions in Å, forces in eV/Å.



# 6
Molecular formula: C17H23ClN2O4S
Method: DFT, the ωB97M-V functional and the def2-TZVPD basis

Its structure (SMILES) is COc1ccc(S(=O)(=O)N2CCC(C(=O)N3CCCC3)CC2)cc1Cl. The relative energy (zero: lowest compared OMol25 entry of this formula, charge and spin) is 39.7 kJ/mol. The HOMO-LUMO gap comes out at 0.3502 hartree. The value obtained for the HOMO energy is -8.94 eV.

```
48
Properties=species:S:1:pos:R:3:forces:R:3
Cl 3.66169 -4.01162 -0.98075 0.3 0.1 0.0
S -0.82145 -2.30779 1.53820 0.3 -0.1 -0.3
O -2.24235 -2.48313 1.42696 0.0 0.1 -0.3
O -2.09883 2.29104 0.07132 -0.4 -0.3 0.0
O 1.95031 -5.86114 -2.29694 0.0 0.3 0.3
O -0.21658 -2.47591 2.82742 0.2 0.1 0.0
N -0.29777 -0.84762 0.92998 -0.2 -0.9 0.4
N -0.67973 3.96858 0.45513 -0.2 0.3 0.1
C -0.76267 -4.34264 -0.32971 -0.1 0.1 0.1
C 1.28026 -6.85315 -3.04065 -0.1 -0.2 -0.1
C -0.07614 0.59663 -0.99977 -0.2 0.0 0.2
C -1.14371 6.27429 0.50479 0.1 -0.1 0.1
C -0.13398 -5.18625 -1.23199 0.2 -0.1 -0.1
C 0.26516 1.78500 -0.08967 0.0 -0.1 -0.1
C 1.33907 -3.29748 0.18493 0.2 -0.2 -0.2
C 0.80680 1.26981 1.25459 -0.2 -0.1 0.0
C 1.23975 -5.09490 -1.44210 0.0 0.1 0.1
C 0.60271 4.64659 0.47130 0.5 0.0 -0.1
C -0.02734 -3.40955 0.36887 -0.4 0.4 0.3
C -0.94811 2.68419 0.14200 0.5 0.0 -0.1
C -0.14775 0.24632 1.86257 0.2 0.2 0.6
C 1.96576 -4.13210 -0.71744 -0.2 0.0 0.0
C 0.27775 6.04008 1.00997 0.0 0.0 -0.1
C -1.77822 4.90004 0.67677 -0.4 0.0 0.0
C -0.95094 -0.43752 -0.29326 -0.3 0.0 -0.7
H -1.93848 -0.01038 -0.08573 0.1 -0.1 -0.1
H -1.66896 7.04551 1.06298 0.0 0.0 0.0
H 1.00924 4.71572 -0.54640 0.1 0.0 0.1
H -1.11840 0.71646 2.07375 0.1 0.0 0.0
H 2.04969 -7.33384 -3.64223 -0.1 0.0 0.0
H 0.25400 -0.17177 2.78632 0.0 0.2 0.0
H -2.17301 4.76596 1.69002 -0.1 0.0 -0.1
H 0.85614 0.11809 -1.30774 0.0 0.0 0.0
H -0.72002 -5.91378 -1.76961 0.0 -0.1 -0.1
H 1.04203 2.37865 -0.58225 0.0 0.0 0.1
H -1.07292 -1.32570 -0.91689 0.0 0.1 -0.1
H 0.98437 6.79017 0.66132 0.1 0.0 0.0
H 0.52409 -6.41689 -3.70002 0.0 0.0 0.0
H -1.82600 -4.39735 -0.15952 -0.1 0.0 0.0
H -2.58315 4.69180 -0.03033 0.0 0.0 0.1
H 1.77340 0.79187 1.08367 0.0 0.0 0.0
H 0.81358 -7.59600 -2.38720 0.0 0.0 0.0
H 1.32833 4.12584 1.09921 0.0 0.0 -0.1
H -1.12602 6.55373 -0.54919 0.0 0.0 0.0
H 0.94501 2.09206 1.95821 0.1 0.0 0.0
H -0.59787 0.95367 -1.88846 0.0 0.0 0.0
H 1.89388 -2.56536 0.74729 0.2 0.1 0.0
H 0.28739 6.02974 2.10030 0.0 0.0 0.0
```
Positions in Å, forces in eV/Å.